# 1
Computed, not measured: a structure of composition C24H40BCsN4O4S2, with the ωB97M-V functional and the def2-TZVPD basis.

XYZ file:
```
76
Properties=species:S:1:pos:R:3:forces:R:3
Cs 3.86257 1.53475 4.77417 -0.3 -0.2 -0.4
B 1.52846 0.73422 0.56650 0.0 -0.2 0.0
H 1.16309 -0.25473 0.79615 -1.4 -4.0 0.8
H 2.60497 0.80509 0.54803 4.6 0.1 -0.2
H 1.09951 1.15822 -0.32819 -1.6 1.4 -3.8
H 1.18978 1.43111 1.31742 -1.4 2.9 3.6
C -5.58349 3.65817 3.35808 -1.3 0.0 -1.2
C -4.88914 3.28826 2.01193 0.0 -1.1 0.3
C -4.30215 1.89922 2.24995 0.0 -1.0 0.3
S -5.57485 0.88406 3.14500 1.9 1.8 1.4
O -4.89731 0.02024 4.14009 -1.4 1.2 -1.6
O -6.49468 0.38306 2.17286 -0.6 -0.7 -0.3
C -6.30816 2.41430 3.97446 1.8 -0.5 0.4
H -6.41030 4.34074 3.16164 0.2 0.4 -0.1
H -4.88649 4.20388 3.99407 0.0 -0.6 0.3
H -4.11052 3.97645 1.68294 0.0 0.1 0.4
H -5.55701 3.21259 1.15383 -0.4 0.1 0.3
H -3.42239 1.88457 2.89331 0.0 0.2 0.1
H -4.04631 1.30571 1.37224 -0.1 0.2 -0.2
H -5.95271 2.29081 4.99745 -0.3 -0.1 0.1
H -7.39787 2.43621 3.96256 0.2 -0.1 -0.4
C -4.19371 -2.52015 -3.75816 1.4 1.5 -0.8
C -5.34099 -1.47045 -3.64377 1.3 -0.3 0.3
C -5.10925 -0.37759 -4.70398 -0.7 -0.2 -1.0
S -3.23280 -0.21660 -5.04178 -0.7 1.0 1.4
O -2.78923 1.11471 -4.51145 -0.8 -3.0 -1.1
O -2.85451 -0.62021 -6.40073 -0.6 0.4 1.6
C -2.88984 -1.62724 -3.83487 -0.5 0.6 -0.1
H -4.21910 -3.10482 -4.67774 -0.4 0.0 -0.1
H -4.17128 -3.22803 -2.92960 0.1 0.3 0.1
H -5.25489 -0.95946 -2.68483 0.1 -0.3 0.3
H -6.26761 -2.04263 -3.59810 -0.4 0.6 -0.7
H -5.58346 0.57427 -4.46486 0.7 0.2 0.5
H -5.64695 -0.60492 -5.62447 0.6 -0.5 -0.4
H -2.76532 -1.13411 -2.87080 0.2 0.1 0.0
H -1.92765 -2.02546 -4.15688 -0.3 -0.4 0.0
N 3.70493 -4.71990 -0.74977 0.6 0.4 0.1
C 2.44689 -5.02277 -0.32771 -0.5 2.7 -1.5
C 2.47456 -6.19253 0.32446 -3.8 0.6 0.8
C 3.71543 -6.65876 0.28560 5.7 -0.6 0.1
C 4.57311 -5.66931 -0.32603 -1.7 -2.1 0.5
H 4.02599 -3.87153 -1.19393 -0.5 -0.1 0.0
H 1.64773 -4.34375 -0.58594 0.0 -0.1 0.3
H 1.60951 -6.51015 0.88768 0.1 -0.6 -0.3
H 4.04710 -7.57281 0.75562 0.2 0.1 -0.1
H 5.62868 -5.61107 -0.54691 -0.2 -0.2 0.1
N 1.31143 5.61282 -0.85959 -0.4 0.5 0.2
C 0.50405 6.64636 -1.24017 -0.1 1.1 0.4
C 1.15888 7.85858 -0.93142 -1.0 -1.7 -1.5
C 2.42785 7.46770 -0.50369 1.3 1.2 0.9
C 2.48031 6.12179 -0.36264 -0.1 -1.5 -0.4
H 1.01006 4.65666 -0.73705 0.1 0.1 -0.3
H -0.43574 6.44033 -1.73083 0.0 0.1 0.2
H 0.83474 8.86735 -1.14051 -0.1 -0.2 -0.1
H 3.24388 8.15971 -0.35662 0.0 -0.1 0.3
H 3.19878 5.38327 -0.03890 0.3 0.5 0.1
N 2.60537 -3.37149 5.02332 0.7 -0.2 0.0
C 1.36051 -2.90976 5.25149 -0.7 1.3 1.3
C 1.31826 -2.45893 6.59376 -2.3 -0.5 -3.0
C 2.50742 -2.81957 7.15905 1.3 1.2 1.6
C 3.34122 -3.26126 6.18154 0.6 -1.2 -0.2
H 2.90794 -3.84227 4.18253 0.0 0.2 0.1
H 0.59853 -2.81259 4.49232 0.2 -0.2 -0.1
H 0.44951 -1.93735 6.96743 0.1 -0.3 0.4
H 2.75458 -2.61551 8.19039 0.3 -0.2 -0.1
H 4.36038 -3.60285 6.28655 -0.1 -0.1 -0.3
N 5.16538 -0.17085 -3.12369 0.8 -0.6 0.0
C 6.48315 -0.52866 -3.04770 0.6 0.1 1.5
C 6.98177 -0.78863 -4.28768 0.4 -0.2 0.6
C 5.91004 -0.68451 -5.16731 -0.8 0.7 -0.4
C 4.80103 -0.28584 -4.42481 -0.2 0.2 -1.4
H 4.60356 0.06415 -2.31793 -0.2 0.0 -0.4
H 6.96463 -0.65931 -2.08984 0.0 0.3 0.0
H 8.01521 -0.98728 -4.53049 -0.1 -0.2 0.1
H 6.05928 -0.78686 -6.23204 -0.7 0.0 0.0
H 3.83583 0.05301 -4.77116 0.0 -0.2 0.1
```
Forces are in eV/Å.

Values from the calculation:
E_HOMO, eV: -7.74
Gap between HOMO and LUMO, eV: 6.2
2S+1: 1

# 2
Computed, not measured: a cluster of 2 separate species, C9H9O4S in total, with the ωB97M-V functional and the def2-TZVPD basis.

XYZ file:
```
23
Properties=species:S:1:pos:R:3:forces:R:3
C -3.14973 -1.00873 -0.14963 -0.1 -0.1 0.0
C -2.37929 -0.69330 -1.25724 -0.1 0.0 -0.2
C -2.63834 -0.79900 1.12031 -0.1 0.0 0.0
C -1.11122 -0.17032 -1.10039 0.0 0.2 0.1
C -1.36690 -0.28014 1.28637 0.2 0.2 0.1
C -0.59344 0.04221 0.17869 -1.1 -0.1 0.0
C 2.53173 1.93600 -0.59683 -0.1 0.1 0.0
C 1.24568 1.68616 -0.38017 0.0 0.9 -0.3
C 0.78888 0.46365 0.24419 2.8 -1.0 3.7
O 3.12373 -0.80666 0.51904 0.0 0.1 0.0
O 1.12471 -2.17253 0.23473 -0.1 0.2 0.1
O 1.98150 -0.86501 -1.64036 0.0 0.0 0.1
O 1.37051 0.59965 2.10828 -1.9 0.2 -3.2
S 1.86235 -1.00226 -0.19430 0.1 -0.6 -0.4
H -4.13868 -1.42899 -0.27723 0.0 0.0 0.0
H -2.76221 -0.87138 -2.25455 0.0 0.0 0.0
H -3.23051 -1.05301 1.99004 0.0 0.0 0.0
H -0.49020 0.03982 -1.95771 0.1 0.0 -0.1
H -0.94163 -0.12313 2.26518 0.1 0.0 0.1
H 2.87001 2.82961 -1.09566 -0.1 0.2 0.0
H 3.26932 1.21849 -0.28117 0.2 0.0 0.0
H 0.47413 2.38502 -0.69704 0.1 0.0 0.0
H 2.15958 0.07386 1.93546 0.3 -0.1 0.0
```
Forces are in eV/Å.

Values from the calculation:
E_HOMO, eV: -5.50
Gap between HOMO and LUMO, eV: 9.0
ΔE to the lowest compared entry with this formula, charge and spin, kcal per mole: 30.0
2S+1: 1
Net charge: -1